# C3H12NO

2 unconnected molecules or ions with the total composition C3H12NO at a distorted geometry (ωB97M-V with the def2-TZVPD basis set, OMol25).

Output
HOMO level, eV: -14.364
Charge: +1
F_max, eV/Å: 4.7
Frontier orbital gap, eV: 10.9040

Each line ends with the Löwdin charge.
Element x y z (Å)
C 0.78123 -0.40334 -1.91716  -0.171
C 2.18405 -0.43891 -1.36968  -0.090
N -0.15312 -0.61606 -0.71457  0.198
H 0.66988 0.59590 -2.41186  0.152
H 0.62038 -1.26220 -2.53295  0.118
H 2.59808 -1.40002 -1.55114  0.067
H 2.31576 -0.10715 -0.25884  0.128
H 0.14086 -1.49297 -0.24594  0.184
H -0.10269 0.17999 -0.19072  0.067
H -1.11583 -0.68195 -1.10602  0.190
H 2.84384 0.28290 -1.89385  0.098
C -1.73813 0.21190 2.20177  -0.121
O -1.00965 1.27360 1.56106  -0.174
H -0.59930 1.75022 2.29826  0.091
H -1.77739 0.41994 3.20064  0.045
H -1.00687 -0.65131 1.97448  0.094
H -2.80059 0.27233 1.74190  0.124

***

# C3H12NO

2 unconnected molecules or ions with the total composition C3H12NO at a distorted geometry (ωB97M-V with the def2-TZVPD basis set, OMol25).

Output
HOMO level, eV: -14.672
Charge: +1
F_max, eV/Å: 2.2
Frontier orbital gap, eV: 11.2531

Each line ends with the Löwdin charge.
Element x y z (Å)
C 1.86310 -1.19941 -0.94221  0.005
N 1.30037 0.11409 -1.46451  0.127
H 1.56628 -1.17392 0.10941  0.091
H 1.43402 -2.07658 -1.39943  0.100
H 2.94219 -1.11648 -0.87053  0.100
H 2.11814 0.72340 -1.58119  0.163
H 0.60161 0.48054 -0.76136  0.095
H 0.92037 0.12361 -2.41364  0.166
C -1.09205 0.53164 1.47903  -0.267
O -0.06755 1.05735 0.62460  -0.121
C -2.21476 -0.05183 0.61868  -0.061
H -0.60125 -0.20545 2.14332  0.117
H -1.38222 1.27245 2.22777  0.125
H 0.19263 1.96752 0.80822  0.117
H -1.97021 -0.80767 -0.11807  0.072
H -2.93319 -0.49261 1.31692  0.087
H -2.67748 0.85334 0.22298  0.083